# 1
# C19H32N4O2S4Se2W

C19H32N4O2S4Se2W as an isolated structure (ωB97M-V with the def2-TZVPD basis set, the OMol25 dataset).

Last column: natural (NBO) charge in e.
Positions of all 64 atoms, in Å:
H (-2.44, 1.41, 2.45)  0.27
C (-3.45, -3.66, -1.96)  -0.05
C (-1.57, 1.97, 2.79)  -0.54
H (2.84, -4.12, -0.31)  0.44
H (2.19, -1.87, 3.44)  0.24
C (2.69, 1.15, -1.65)  0.29
H (1.64, 2.97, 1.14)  0.24
C (2.02, 3.42, -2.48)  -0.19
O (-3.87, -0.02, -1.38)  -0.74
H (-1.46, 2.60, -1.21)  0.24
C (-0.26, 4.05, -2.23)  -0.20
C (-2.98, -2.26, -1.52)  -0.13
H (4.22, 2.02, -2.88)  0.26
H (3.02, 3.61, -2.85)  0.24
H (4.02, -0.86, -0.98)  0.42
C (-1.89, -1.85, -2.52)  -0.59
H (-2.33, -1.80, -3.52)  0.24
H (-4.66, 0.52, -1.51)  0.49
O (-2.35, -4.56, -1.87)  -0.74
Se (-0.96, -0.15, -2.34)  0.31
S (1.81, -0.13, 1.89)  0.33
H (-4.27, -3.98, -1.32)  0.18
H (4.14, 0.27, -2.94)  0.26
N (2.22, 0.15, -0.98)  -0.27
H (0.65, -1.65, 5.15)  0.27
H (-3.82, -3.61, -2.99)  0.18
C (4.04, 1.14, -2.28)  -0.70
W (0.11, 0.08, -0.20)  0.13
H (3.03, 1.77, 2.66)  0.25
H (1.24, -0.04, 4.98)  0.23
H (-2.64, -5.44, -2.14)  0.49
C (2.46, -2.15, -0.59)  0.33
H (-1.09, 4.73, -2.40)  0.26
N (3.25, -3.22, -0.53)  -0.73
H (-3.32, -2.77, 0.53)  0.24
C (1.98, 1.49, 2.69)  -0.54
C (1.29, -1.31, 3.19)  -0.52
H (0.95, 3.40, 2.70)  0.26
C (1.13, 2.56, 2.02)  -0.56
C (-0.48, 2.87, -1.56)  0.07
C (1.02, 4.35, -2.68)  -0.13
H (-0.15, 1.92, 4.45)  0.22
Se (-1.80, -0.90, 0.95)  0.21
H (0.61, -1.98, 2.67)  0.26
C (-2.49, -2.42, -0.08)  -0.58
H (1.71, 1.37, 3.74)  0.24
H (-1.73, -3.20, -0.04)  0.24
H (-1.11, -2.62, -2.54)  0.25
S (0.79, -2.28, -0.34)  0.09
N (0.50, 1.98, -1.31)  -0.46
N (3.02, -0.97, -0.89)  -0.43
H (4.83, 1.09, -1.53)  0.25
S (-1.09, -0.32, 4.40)  0.26
H (1.22, 5.27, -3.21)  0.25
H (-4.64, -1.48, -2.63)  0.18
H (-1.88, 3.02, 2.87)  0.25
S (-0.44, 1.98, 1.36)  0.44
H (-4.96, -1.72, -0.90)  0.18
H (-1.83, 1.85, 4.87)  0.26
C (1.73, 2.24, -1.81)  0.11
C (0.65, -0.80, 4.47)  -0.56
H (4.23, -3.20, -0.77)  0.42
C (-1.10, 1.48, 4.15)  -0.56
C (-4.21, -1.37, -1.63)  -0.06

* total charge: +2
* ΔE to the lowest compared entry with this formula, charge and spin: 0.0 kcal per mole
* total energy: -7574.9401 Eh
* HOMO level (spin up / spin down): -12.79 / -12.79 eV
* strongest force on any atom: 0.3 eV Å⁻¹

***

# 2
# C19H34Cl4N2O11

A 7-piece molecular cluster, C19H34Cl4N2O11 overall at a distorted geometry (ωB97M-V with the def2-TZVPD basis set, the OMol25 dataset).

Last column: natural (NBO) charge in e.
Positions of all 70 atoms, in Å:
H (3.37, -2.96, -0.45)  0.39
H (-2.19, 0.35, -0.65)  0.21
C (-1.24, -0.58, -4.06)  -0.43
H (-2.16, -1.36, -0.76)  0.19
H (-4.17, 5.33, -3.62)  0.20
H (2.37, -0.41, 3.13)  0.23
H (1.28, -2.04, -0.39)  0.20
Cl (1.70, 1.80, 2.37)  -0.07
H (-1.73, -0.89, -4.98)  0.20
H (0.22, -4.77, -3.34)  0.25
O (4.53, -0.05, -0.01)  -0.66
H (1.26, -4.01, -2.18)  0.23
H (-2.34, -0.71, 5.45)  0.24
C (0.81, 2.83, -3.20)  0.98
Cl (4.53, 2.39, 4.21)  -0.06
C (-2.14, -0.54, -0.03)  -0.10
H (-0.56, -4.04, -2.02)  0.20
H (-3.93, -1.43, 0.95)  0.20
O (-4.73, 3.40, -2.98)  -0.48
O (-0.31, -0.94, 2.89)  -0.62
H (-5.32, 5.31, -2.41)  0.20
O (-0.97, -0.64, 0.73)  -0.49
H (1.93, -1.03, -1.64)  0.21
H (-1.37, -2.80, 4.30)  0.22
O (1.81, 2.74, -2.31)  -0.49
C (5.49, -2.26, 0.36)  -0.69
H (6.29, -2.21, -0.38)  0.24
C (1.40, 2.39, -1.02)  -0.09
Cl (-3.54, -2.47, 6.24)  -0.03
C (-2.06, -1.63, 5.95)  -0.43
C (0.18, -2.53, -3.36)  0.66
H (5.91, -2.04, 1.34)  0.24
H (-1.54, -1.37, 6.87)  0.21
C (-1.09, -2.51, 5.31)  -0.37
H (-3.71, 4.74, -0.58)  0.19
C (0.30, -3.90, -2.69)  -0.70
N (-0.98, -1.84, -3.35)  -0.61
N (3.33, -1.95, -0.40)  -0.59
C (-3.25, -0.58, 0.99)  -0.09
H (2.06, -0.44, 0.07)  0.22
O (-3.78, 1.42, -2.57)  -0.60
C (-3.79, 2.60, -2.50)  0.99
H (1.32, 3.26, -0.36)  0.18
H (-1.82, -2.28, -2.99)  0.38
O (-2.89, 3.34, -1.86)  -0.50
C (2.54, 0.63, 3.42)  -0.38
H (-2.53, 5.30, -1.79)  0.21
C (2.07, -1.30, -0.60)  -0.43
O (-0.28, 2.47, -2.56)  -0.49
O (0.93, 3.28, -4.36)  -0.60
O (1.11, -2.06, -4.02)  -0.64
O (-2.52, -0.69, 2.20)  -0.49
C (0.03, 1.98, -1.28)  -0.10
H (-1.94, 0.05, -3.51)  0.22
H (0.02, 0.89, -1.37)  0.18
H (2.08, 0.73, 4.40)  0.22
H (-0.30, -0.06, -4.20)  0.24
H (4.49, 0.80, 2.48)  0.25
H (-0.62, 2.32, -0.48)  0.20
H (4.54, 0.04, 4.10)  0.22
H (2.00, 1.59, -0.59)  0.23
H (-3.80, 0.36, 1.03)  0.20
H (-0.15, -1.95, 5.30)  0.23
H (5.02, -3.25, 0.44)  0.20
C (4.09, 0.82, 3.50)  -0.40
C (-1.19, -0.73, 2.04)  0.99
C (-4.44, 4.75, -2.74)  -0.10
Cl (-0.68, -4.00, 6.19)  -0.07
C (-3.40, 4.67, -1.62)  -0.10
C (4.45, -1.31, -0.05)  0.66

* total energy: -3522.3079 Eh
* structure (SMILES): O=C1OCCO1.O=C1OCCO1.O=C1OCCO1.CNC(C)=O.CNC(C)=O.ClCCCl.ClCCCl
* HOMO level: -9.69 eV
* strongest force on any atom: 4.4 eV Å⁻¹

***

# 3
# C19H34MoN5O3S

C19H34MoN5O3S as an isolated structure at a distorted geometry (ωB97M-V with the def2-TZVPD basis set, the OMol25 dataset).

Last column: Mulliken charge in e.
Positions of all 63 atoms, in Å:
C (-2.80, 1.52, 4.81)  -0.88
C (-0.80, 3.59, -1.02)  -0.56
O (-2.68, -0.59, 1.01)  -0.58
H (-1.48, -0.77, 4.55)  0.65
H (-1.69, 4.22, -1.11)  0.40
H (2.04, 2.02, -2.63)  0.53
N (-2.37, 1.67, 2.45)  -0.08
H (3.31, 1.43, -4.49)  0.28
H (4.97, 1.02, -4.89)  0.40
H (3.30, -3.06, -1.56)  0.23
H (4.61, 2.46, -3.92)  0.31
C (-3.42, 3.49, 3.62)  -0.84
N (-0.66, 3.09, 0.38)  -0.37
C (2.69, -3.79, -2.08)  -0.98
O (-1.80, 1.51, -1.19)  -0.62
H (-0.94, 3.85, 1.00)  0.37
H (-2.78, 0.93, 5.71)  0.48
H (-0.63, -2.33, 0.24)  -0.52
H (-3.24, -2.00, 3.76)  0.29
H (-4.11, -2.79, 0.48)  0.36
H (-3.11, 3.36, 1.50)  0.67
N (-2.83, -1.36, 3.09)  -0.04
C (4.33, 1.43, -4.10)  -1.20
H (1.80, -2.98, 0.39)  0.20
C (-4.35, -2.28, 1.42)  -1.19
N (0.36, -1.77, -1.50)  -0.20
C (2.25, 1.38, -1.78)  -0.55
H (4.19, 2.17, -1.42)  0.40
H (-3.62, 3.27, 5.76)  0.48
C (1.07, -3.65, -0.07)  -0.50
C (-1.00, 2.32, -1.86)  0.67
H (0.67, -4.30, 0.70)  0.46
H (0.06, 4.15, -1.38)  0.39
H (-0.92, -0.47, 2.88)  -0.07
H (2.35, -5.26, -0.58)  0.36
C (-2.97, 2.88, 2.47)  -0.28
C (0.81, -0.57, -1.17)  0.73
C (-3.25, -1.37, 1.82)  0.78
H (4.17, -0.43, -3.02)  0.09
H (-5.25, -1.69, 1.22)  0.32
H (1.01, -5.09, -1.69)  0.28
S (0.48, 0.09, 0.46)  -0.21
C (4.47, 0.60, -2.84)  -0.28
O (-0.44, 2.04, -2.88)  -0.43
H (-4.58, -3.01, 2.18)  0.41
Mo (-1.77, 1.03, 0.55)  1.34
H (2.16, -3.30, -2.90)  0.24
C (-2.34, 0.98, 3.62)  1.00
C (-3.31, 2.81, 4.83)  -0.31
C (-0.11, -2.80, -0.60)  -0.06
C (-1.80, -0.44, 3.56)  -0.96
H (-0.80, -3.43, -1.15)  0.54
H (5.54, 0.54, -2.59)  0.40
H (1.82, -0.31, -2.88)  0.32
H (0.63, -2.13, -2.41)  0.35
H (1.86, 1.84, -0.87)  -0.13
N (1.58, 0.12, -1.99)  0.08
C (3.77, 1.19, -1.62)  -0.70
C (1.76, -4.52, -1.13)  -0.63
H (-3.85, 4.48, 3.58)  0.46
H (0.34, 2.96, 0.57)  0.19
H (3.96, 0.56, -0.75)  0.29
H (3.36, -4.51, -2.55)  0.43

* total charge: +3
* ΔE to the lowest compared entry with this formula, charge and spin: 20.3 kcal per mole
* total energy: -1709.3808 Eh
* HOMO level (spin up / spin down): -17.82 / -17.84 eV
* 2S+1: 3
* strongest force on any atom: 3.5 eV Å⁻¹

***

> The lowest total energy belongs to which entry?

C19H32N4O2S4Se2W

***

> strongest force on any atom of number 3 (C19H34MoN5O3S)?

3.5 eV Å⁻¹